#a
The molecule C5H6O, computed with ωB97M-V with the def2-TZVPD basis set.

Geometry as ORCA input:
```
! RIJCOSX wB97M-V def2-TZVPD def2/J DEFGRID3
* xyz 0 1
O 1.243 -0.789 2.380
H -0.339 -1.683 -2.039
H 1.548 -0.816 0.376
C 0.172 0.825 1.053
H 0.153 1.467 1.928
C -0.495 -1.103 -1.140
H -1.049 2.064 -0.123
C -0.511 1.123 -0.058
C -0.516 0.233 -1.214
C 1.044 -0.358 1.261
H -0.717 -1.660 -0.227
H -0.533 0.698 -2.197
*
```

Kohn-Sham gap = 9.6 eV
LUMO energy = 0.13 eV
Highest occupied orbital energy = -9.43 eV
SMILES = C=C/C=C\C=O

---

#b
The molecule C5H6O, computed with ωB97M-V with the def2-TZVPD basis set.

Geometry as ORCA input:
```
! RIJCOSX wB97M-V def2-TZVPD def2/J DEFGRID3
* xyz 0 1
O 0.104 1.519 -2.234
C -0.060 0.808 0.054
H -0.741 -1.097 -0.882
H -0.343 2.847 -0.786
H 0.014 -2.784 2.613
H 0.772 1.128 0.704
C 0.242 -1.537 0.755
C -0.111 1.799 -1.080
C 0.131 -0.651 -0.396
C 0.005 -2.245 1.700
H 0.941 -0.714 -1.129
H -0.954 0.927 0.681
*
```

Kohn-Sham gap = 10.8 eV
LUMO energy = 0.88 eV
Highest occupied orbital energy = -9.88 eV
SMILES = C#CCCC=O

---

Result of the stability comparison: #b is the least stable of them.

---

#a
The molecule C5H6O, computed with ωB97M-V with the def2-TZVPD basis set.

Geometry as ORCA input:
```
! RIJCOSX wB97M-V def2-TZVPD def2/J DEFGRID3
* xyz 0 1
C -0.641 -0.673 0.510
C -0.696 -0.457 -2.040
H 0.741 1.127 2.746
H 1.689 -0.463 2.921
C 0.895 0.090 2.443
O 0.159 1.211 -0.613
C -0.370 -0.013 -0.660
C 0.076 -0.423 1.549
H -0.564 -1.537 -2.133
H -1.747 -0.228 -2.249
H -0.077 0.074 -2.765
H 0.535 1.292 0.291
*
```

Kohn-Sham gap = 8.3 eV
LUMO energy = 0.09 eV
Highest occupied orbital energy = -8.23 eV
SMILES = C=C=C=C(C)O

---

#b
A structure of composition C5H6O, computed with ωB97M-V with the def2-TZVPD basis set.

Geometry as ORCA input:
```
! RIJCOSX wB97M-V def2-TZVPD def2/J DEFGRID3
* xyz 0 1
H -0.618 0.350 1.702
C 1.296 0.441 -0.127
H -1.068 -1.727 -0.446
C -0.557 -0.780 -0.257
C -1.172 0.164 0.784
H 0.277 1.938 -1.461
H 1.339 -1.576 0.799
H 2.203 0.958 0.166
O -0.541 0.019 -1.454
C 0.860 -0.806 0.208
C 0.227 1.001 -0.903
H -2.247 0.018 0.988
*
```

Kohn-Sham gap (alpha / beta) = 8.3 / 7.8 eV
LUMO energy (alpha / beta) = 0.06 / 0.12 eV
Highest occupied orbital energy (alpha / beta) = -8.22 / -7.72 eV

---

Result of the stability comparison: #b is the least stable of them.

---

#a
The molecule C5H6O, computed with ωB97M-V with the def2-TZVPD basis set.

Geometry as ORCA input:
```
! RIJCOSX wB97M-V def2-TZVPD def2/J DEFGRID3
* xyz 0 1
O -0.372 0.609 -1.086
H 1.655 -1.388 0.611
H -1.801 0.188 0.296
H 1.841 1.555 1.226
C 0.668 0.518 -0.185
C 0.778 -0.914 0.187
C 1.126 1.609 0.416
H 0.691 2.562 0.133
C -1.307 -0.316 -0.551
C -0.436 -1.430 -0.006
H -0.799 -2.413 0.269
H -2.045 -0.580 -1.309
*
```

Kohn-Sham gap = 9.8 eV
LUMO energy = 1.08 eV
Highest occupied orbital energy = -8.68 eV
SMILES = C=C1C=CCO1

---

#b
The molecule C5H6O, computed with ωB97M-V with the def2-TZVPD basis set.

Geometry as ORCA input:
```
! RIJCOSX wB97M-V def2-TZVPD def2/J DEFGRID3
* xyz 0 1
C -0.614 -0.521 1.761
H 0.517 1.519 -1.608
C 0.458 -0.418 -0.578
C -0.462 1.468 1.148
C -0.160 0.360 0.573
H -0.216 0.339 -2.372
O 0.675 -1.588 -0.596
C 0.630 0.507 -1.805
H 1.402 0.135 -2.484
H -0.884 0.112 2.598
H 0.245 -1.032 1.913
H -1.592 -0.882 1.451
*
```

Kohn-Sham gap = 10.7 eV
LUMO energy = 0.31 eV
Highest occupied orbital energy = -10.41 eV

---

Result of the stability comparison: #b is the least stable of them.

---

#a
A cluster of 2 separate species, C5H6O in total, computed with ωB97M-V with the def2-TZVPD basis set.

Geometry as ORCA input:
```
! RIJCOSX wB97M-V def2-TZVPD def2/J DEFGRID3
* xyz 0 1
H -0.533 1.526 0.646
C -2.540 -0.089 -0.835
C 0.279 0.941 0.316
H 0.629 -1.417 1.895
H 0.126 0.577 -1.812
C 0.745 -1.608 0.827
H 1.958 0.507 -1.250
C 0.844 0.419 -0.907
C 0.494 -0.470 0.210
O -3.086 0.390 0.091
H 1.024 -2.620 0.381
H -1.499 -0.579 -0.697
*
```

Kohn-Sham gap (alpha / beta) = 8.0 / 7.6 eV
LUMO energy (alpha / beta) = -0.27 / -0.75 eV
Highest occupied orbital energy (alpha / beta) = -8.24 / -8.39 eV

---

#b
A structure of composition C5H6O, computed with ωB97M-V with the def2-TZVPD basis set.

Geometry as ORCA input:
```
! RIJCOSX wB97M-V def2-TZVPD def2/J DEFGRID3
* xyz 0 1
H 1.315 2.379 0.184
O -1.355 0.305 -0.718
H -0.380 2.750 0.173
C 1.091 -0.290 -0.083
H -2.564 -1.369 -0.784
C -0.046 0.691 -0.256
H -0.120 -2.176 0.161
C 2.088 -0.955 -0.306
H -2.073 -0.817 1.801
C 0.368 1.959 0.039
C -1.493 -1.103 0.117
H 3.168 -1.375 -0.331
*
```

Kohn-Sham gap = 8.3 eV
LUMO energy = -0.73 eV
Highest occupied orbital energy = -9.08 eV

---

#c
The molecule C5H6O, computed with ωB97M-V with the def2-TZVPD basis set.

Geometry as ORCA input:
```
! RIJCOSX wB97M-V def2-TZVPD def2/J DEFGRID3
* xyz 0 1
H -0.996 1.195 -0.793
C -1.804 -2.090 -0.645
O -2.681 0.071 -1.450
C -1.801 -0.081 0.892
H -2.297 -3.005 -1.007
C -1.972 -1.903 0.657
H -0.960 0.450 1.376
H -1.006 -0.893 -2.378
H -3.002 -1.181 1.017
H -2.397 0.137 1.791
C -1.599 0.314 -0.559
C -1.587 -0.854 -1.455
*
```

Kohn-Sham gap (alpha / beta) = 8.3 / 8.3 eV
LUMO energy (alpha / beta) = -0.34 / -0.34 eV
Highest occupied orbital energy (alpha / beta) = -8.67 / -8.67 eV
SMILES = C1=C[C@H]2O[C@H]2C1

---

Result of the stability comparison: #b is the least stable of them.

---

#a
The molecule C4H6O3S, computed with ωB97M-V with the def2-TZVPD basis set.

Geometry as ORCA input:
```
! RIJCOSX wB97M-V def2-TZVPD def2/J DEFGRID3
* xyz 0 1
O -1.826 -0.550 1.524
C -0.485 0.568 -1.352
H 1.488 -0.442 -1.593
C 0.645 -0.827 0.663
H -1.874 1.828 -0.247
H -0.582 0.901 -2.487
C 0.485 -0.566 -1.206
O 1.856 -0.612 1.127
H 0.206 -1.747 0.922
O -0.292 1.325 2.161
C -1.064 1.161 -0.340
H 0.033 -1.622 -1.272
S -0.714 0.281 1.227
H 2.126 0.302 0.875
*
```

Kohn-Sham gap = 10.2 eV
LUMO energy = 0.57 eV
Highest occupied orbital energy = -9.58 eV
SMILES = O=S1(=O)C=CC[C@H]1O

---

#b
The molecule C4H6O3S, computed with ωB97M-V with the def2-TZVPD basis set.

Geometry as ORCA input:
```
! RIJCOSX wB97M-V def2-TZVPD def2/J DEFGRID3
* xyz 0 1
O 1.461 -0.207 0.896
H 1.686 0.515 -1.649
O -0.932 -0.720 2.637
H 0.811 -1.615 -0.470
C 0.408 0.435 0.089
H 1.549 2.107 -0.818
C 0.989 1.179 -1.158
H -0.350 1.011 0.630
C -2.374 -2.754 2.515
S -0.514 -1.906 1.898
C 0.540 -0.987 0.256
H -3.215 -2.005 2.298
O -2.365 -3.784 3.108
H 0.168 1.350 -1.967
*
```

Kohn-Sham gap (alpha / beta) = 7.6 / 7.6 eV
LUMO energy (alpha / beta) = -0.63 / -0.63 eV
Highest occupied orbital energy (alpha / beta) = -8.25 / -8.25 eV

---

Result of the stability comparison: #b is the least stable of them.

---

#a
A cluster of 2 separate species, C3H4FNOS in total, computed with ωB97M-V with the def2-TZVPD basis set.

Geometry as ORCA input:
```
! RIJCOSX wB97M-V def2-TZVPD def2/J DEFGRID3
* xyz 0 1
H -2.633 0.131 -0.202
C -1.724 0.061 0.504
H -0.128 1.134 1.677
S -1.490 1.325 1.632
F -0.848 -1.981 -0.355
N 2.134 0.670 -0.662
O 0.978 -0.074 -2.582
H 2.918 0.367 -0.203
C -0.825 -0.933 0.536
C 1.569 0.186 -1.618
H 0.048 -0.886 1.272
*
```

Kohn-Sham gap = 9.3 eV
LUMO energy = 0.61 eV
Highest occupied orbital energy = -8.65 eV
SMILES = F/C=C/S.N=C=O

---

#b
The molecule C3H4FNOS, computed with ωB97M-V with the def2-TZVPD basis set.

Geometry as ORCA input:
```
! RIJCOSX wB97M-V def2-TZVPD def2/J DEFGRID3
* xyz 0 1
H 1.179 1.951 0.964
C 0.590 0.253 -0.216
H 0.482 -2.215 -0.827
H -1.262 -0.232 0.552
H 0.434 2.325 -0.619
S -1.649 -2.974 0.022
O 1.603 -0.076 -0.799
N -0.458 -0.607 0.057
F -0.854 1.816 0.892
C -0.445 -1.928 -0.287
C 0.379 1.685 0.261
*
```

Kohn-Sham gap = 8.7 eV
LUMO energy = -0.37 eV
Highest occupied orbital energy = -9.05 eV
SMILES = O=C(CF)NC=S

---

Result of the stability comparison: #a is the least stable of them.

---

#a
A cluster of 2 separate species, C3H4FNOS in total, computed with ωB97M-V with the def2-TZVPD basis set.

Geometry as ORCA input:
```
! RIJCOSX wB97M-V def2-TZVPD def2/J DEFGRID3
* xyz 0 1
H 0.391 -0.648 2.074
H 0.832 1.353 -0.761
C 0.461 0.849 0.003
S -2.630 0.170 -0.669
C -1.299 0.822 -1.196
H 0.860 -2.150 1.227
C 0.722 -0.561 0.131
O 1.052 -1.124 -0.934
F 0.121 1.562 1.058
N 0.565 -1.203 1.321
H -1.075 0.930 -2.255
*
```

Kohn-Sham gap (alpha / beta) = 7.7 / 7.7 eV
LUMO energy (alpha / beta) = -0.63 / -0.63 eV
Highest occupied orbital energy (alpha / beta) = -8.36 / -8.36 eV

---

#b
The molecule C3H4FNOS, computed with ωB97M-V with the def2-TZVPD basis set.

Geometry as ORCA input:
```
! RIJCOSX wB97M-V def2-TZVPD def2/J DEFGRID3
* xyz 0 1
F -2.065 0.999 -0.160
C 0.422 1.077 0.162
H -1.170 -1.167 -1.189
H -1.267 0.271 1.514
N 0.750 -0.743 -0.736
H 0.594 1.698 -0.714
O 3.003 0.238 0.029
S 1.689 -0.092 0.550
C -0.544 -0.951 -0.284
C -0.971 0.438 0.353
H -0.440 -1.768 0.475
*
```

Kohn-Sham gap (alpha / beta) = 8.5 / 8.3 eV
LUMO energy (alpha / beta) = -1.09 / -1.15 eV
Highest occupied orbital energy (alpha / beta) = -9.58 / -9.43 eV
SMILES = O=S1=C[C@@H](F)CN=1

---

Result of the stability comparison: #b is the least stable of them.

---

#a
A cluster of 2 separate species, C4H12S2 in total, computed with ωB97M-V with the def2-TZVPD basis set.

Geometry as ORCA input:
```
! RIJCOSX wB97M-V def2-TZVPD def2/J DEFGRID3
* xyz 0 1
C -1.239 -1.522 3.454
H 2.029 3.020 -3.345
C -2.942 -1.432 1.537
H -2.482 -3.075 2.788
H -2.485 -1.110 0.600
S 3.684 2.775 -5.093
H 3.685 3.408 -2.791
H 2.858 4.623 -3.735
H -3.090 -0.493 2.057
H -0.798 -0.558 3.158
H 4.055 0.412 -3.811
H -3.894 -1.948 1.579
C -1.884 -2.291 2.300
H -1.260 -2.918 1.665
H -2.021 -1.144 4.114
H -0.415 -2.083 3.878
S 3.257 0.783 -4.783
C 2.943 3.554 -3.573
*
```

Kohn-Sham gap = 9.5 eV
LUMO energy = 0.55 eV
Highest occupied orbital energy = -8.99 eV
SMILES = CCC.CSS

---

#b
A cluster of 2 separate species, C4H12S2 in total, computed with ωB97M-V with the def2-TZVPD basis set.

Geometry as ORCA input:
```
! RIJCOSX wB97M-V def2-TZVPD def2/J DEFGRID3
* xyz 0 1
H -1.445 -1.730 -1.025
H 0.733 4.275 2.508
S -0.025 -3.509 -1.952
H -0.001 -1.276 -1.805
C -0.757 -1.965 -1.880
H -1.380 -1.691 -2.762
H -0.314 1.837 -0.533
H 2.001 3.300 3.002
C -0.342 -4.211 -0.303
C 1.309 3.385 2.289
S 1.783 3.163 0.426
H -0.240 3.259 -1.036
H 0.503 2.504 2.421
H -1.445 -4.436 -0.316
C 0.079 2.778 -0.097
H -0.548 2.936 0.853
H 0.380 -5.074 -0.326
H -0.290 -3.544 0.534
*
```

Kohn-Sham gap = 9.1 eV
LUMO energy = 0.77 eV
Highest occupied orbital energy = -8.31 eV
SMILES = CSC.CSC

---

Result of the stability comparison: #b is the least stable of them.